Formula: C4H3ClN2O
Source: the Open Molecules 2025 dataset
Level of theory: the ωB97M-V functional and the def2-TZVPD basis

Structure (XYZ):
```
11
Properties=species:S:1:pos:R:3
H -2.13 1.86 0.00
N -1.11 1.75 0.00
C -0.79 0.52 0.00
N -1.67 -0.61 0.00
C -0.89 -1.61 -0.01
O 0.45 -1.40 -0.01
C 0.57 -0.02 0.00
C 1.74 0.62 0.00
Cl 3.26 -0.14 0.00
H -1.16 -2.66 0.02
H 1.74 1.68 -0.01
```

Calculated values
* HOMO level: -0.340 Eh
* net charge: 0
* E: -21745.614 eV
* strongest force on any atom: 0.0234 Eh/bohr

***

Formula: C12H25ClCoNO2P2
Source: the Open Molecules 2025 dataset
Level of theory: the ωB97M-V functional and the def2-TZVPD basis

Structure (XYZ):
```
44
Properties=species:S:1:pos:R:3
Co -0.39 -0.63 0.28
P 1.79 -0.76 0.17
C 2.03 -1.56 -1.38
C 0.90 -1.77 -2.18
N -0.30 -1.55 -1.54
C -1.42 -1.63 -2.25
C -1.44 -2.31 -3.47
C -0.25 -2.69 -4.10
C 0.91 -2.25 -3.50
C -2.64 -0.90 -1.72
P -2.21 0.62 -0.76
H 1.84 -2.43 -4.01
H -2.42 -2.53 -3.89
H -0.30 -3.33 -4.96
H -3.26 -0.52 -2.56
H -3.21 -1.49 -0.98
H 4.07 2.02 -2.85
H 2.99 -1.71 -1.84
H 0.38 5.00 -1.85
O 4.00 2.61 -3.63
H 3.06 2.72 -4.01
H -0.18 0.76 0.14
O 0.63 5.46 -0.98
H 0.86 4.56 -0.54
C -2.44 1.96 -1.93
H -3.46 1.91 -2.32
H -2.36 2.93 -1.44
H -1.78 1.95 -2.80
C -3.49 0.91 0.45
H -3.15 1.77 1.06
H -4.37 1.14 -0.18
H -3.57 -0.02 1.03
C 1.81 -2.29 1.15
H 2.82 -2.69 1.05
H 1.54 -2.08 2.18
H 1.11 -2.98 0.66
C 3.09 0.37 0.68
H 2.92 0.78 1.67
H 4.08 -0.08 0.80
H 3.27 1.25 0.07
Cl -0.79 -0.02 2.91
C -0.27 1.04 1.47
H -1.01 1.87 1.44
H 0.77 1.35 1.65
```

Calculated values
* HOMO level (spin up / spin down): -0.364 / -0.402 Eh
* net charge: +1
* 2S+1: 4
* E: -87151.089 eV
* strongest force on any atom: 0.0853 Eh/bohr

***

Formula: C3H7N3O
Source: the Open Molecules 2025 dataset
Level of theory: the ωB97M-V functional and the def2-TZVPD basis

Structure (XYZ):
```
14
Properties=species:S:1:pos:R:3
C -2.11 -0.94 0.17
N -1.11 -0.06 -0.39
C -0.21 0.67 0.38
O 0.08 1.84 0.15
H -3.06 -0.42 0.36
H -1.74 -1.35 1.10
H -2.31 -1.76 -0.53
H -1.31 0.33 -1.30
H -0.04 0.19 1.36
N 1.54 -1.37 -0.55
C 1.91 -0.31 -0.20
N 2.69 0.75 -0.04
H 3.51 0.82 -0.62
H 2.16 1.60 0.11
```

Calculated values
* HOMO level: -0.348 Eh
* net charge: 0
* E: -9741.212 eV
* strongest force on any atom: 0.0806 Eh/bohr

***

Formula: C4H8N3O4P
Source: the Open Molecules 2025 dataset
Level of theory: the ωB97M-V functional and the def2-TZVPD basis

Structure (XYZ):
```
20
Properties=species:S:1:pos:R:3
C -2.38 -0.13 0.80
C -2.12 -1.47 0.94
O -1.05 -2.16 0.45
P 0.42 -1.75 0.07
O 1.37 -1.51 1.17
O 0.87 -2.93 -0.82
O 0.08 -0.33 -0.91
N 1.39 0.33 -1.27
C 0.88 1.74 -1.62
N 1.06 2.54 -0.45
C 1.77 1.86 0.39
N 2.16 0.62 -0.18
H -3.26 0.35 1.24
H -1.70 0.48 0.30
H -2.68 -2.23 1.40
H 0.09 -3.51 -1.10
H -0.11 1.69 -1.90
H 1.53 2.23 -2.41
H 2.23 2.24 1.32
H 2.77 -0.11 0.26
```

Calculated values
* HOMO level: -0.326 Eh
* net charge: 0
* E: -26225.492 eV
* strongest force on any atom: 0.0810 Eh/bohr

***

The highest net charge belongs to which entry? C12H25ClCoNO2P2